The following is a DFT calculation (ωB97M-V with the def2-TZVPD basis set) of C48H120ClCrF2O32P8 as an isolated structure at a distorted geometry.

For the electronic energy, the calculation gives -237955.6980 eV. As for the highest occupied orbital energy (alpha / beta): -9.090 / -9.185 eV. As for the multiplicity: 4. Its net charge is 0. Its HOMO-LUMO gap (alpha / beta) is 8.799 / 9.473 eV.

Last column: Löwdin spin population.
Geometry (Å):
Cr -0.36 -0.55 -1.03  2.950
F -1.74 -1.18 0.39  0.013
F 0.74 0.48 -2.45  0.011
Cl 1.07 -2.53 -1.08  -0.022
C 0.98 -6.06 1.39  0.000
C -0.41 -5.63 0.87  0.000
O -1.43 -6.28 1.56  0.000
P -2.09 -7.64 0.93  0.000
O -1.22 -8.84 0.87  0.000
O -3.35 -7.85 1.87  0.000
C -4.36 -6.86 2.05  0.000
C -5.40 -7.30 3.07  0.000
O -2.75 -7.14 -0.46  0.000
C -2.52 -7.78 -1.66  0.000
C -3.27 -9.08 -1.82  0.000
H 1.72 -5.68 0.69  0.000
H 1.07 -5.73 2.42  0.000
H 0.96 -7.14 1.27  0.000
H -0.45 -4.57 1.13  0.000
H -0.41 -5.85 -0.19  0.000
H -3.96 -5.89 2.36  0.000
H -4.80 -6.67 1.07  0.000
H -4.90 -7.53 4.01  0.000
H -6.19 -6.59 3.34  0.000
H -5.90 -8.20 2.71  0.000
H -2.88 -7.19 -2.51  0.000
H -1.44 -7.88 -1.79  0.000
H -4.31 -8.76 -1.84  0.000
H -2.94 -9.64 -2.70  0.000
H -3.19 -9.66 -0.90  0.000
C 1.87 4.44 -1.08  0.000
C 3.23 5.06 -0.69  0.000
O 3.26 5.99 0.41  0.000
P 2.14 7.21 0.50  0.000
O 1.99 8.03 -0.74  0.000
O 0.75 6.52 1.09  0.000
C -0.52 7.19 0.77  0.000
C -1.05 7.79 2.07  0.000
O 2.65 8.09 1.79  0.000
C 2.68 7.45 3.07  0.000
C 3.19 8.40 4.20  0.000
H 1.17 5.23 -1.39  0.000
H 2.02 3.62 -1.78  0.000
H 1.44 3.91 -0.23  0.000
H 3.97 4.29 -0.48  0.000
H 3.56 5.61 -1.57  0.000
H -0.42 7.89 -0.05  0.000
H -1.19 6.50 0.25  0.000
H -0.39 8.54 2.50  0.000
H -1.96 8.34 1.84  0.000
H -1.32 7.07 2.84  0.000
H 1.70 7.16 3.46  0.000
H 3.20 6.50 3.01  0.000
H 2.70 9.38 4.21  0.000
H 3.05 7.91 5.16  0.000
H 4.26 8.57 4.08  0.000
C -8.55 -4.99 5.29  0.000
C -7.21 -4.34 4.79  0.000
O -7.16 -4.36 3.38  0.000
P -6.26 -3.35 2.60  0.000
O -6.60 -1.92 2.85  0.000
O -6.50 -3.81 1.09  0.000
C -7.75 -3.63 0.41  0.000
C -7.92 -2.15 0.01  0.000
O -4.68 -3.88 2.92  0.000
C -3.55 -3.06 2.59  0.000
C -2.47 -3.01 3.74  0.000
H -9.37 -4.29 5.10  0.000
H -8.75 -5.96 4.83  0.000
H -8.54 -5.19 6.36  0.000
H -7.09 -3.33 5.17  0.000
H -6.46 -5.01 5.20  0.000
H -7.74 -4.35 -0.41  0.000
H -8.61 -3.93 1.01  0.000
H -8.05 -1.53 0.90  0.000
H -6.99 -1.87 -0.49  0.000
H -8.83 -2.09 -0.60  0.000
H -3.16 -3.54 1.69  0.000
H -3.86 -2.05 2.34  0.000
H -1.70 -2.28 3.48  0.000
H -2.91 -2.62 4.66  0.000
H -2.02 -3.99 3.84  0.000
C -1.44 2.58 -4.63  0.000
C -1.60 3.45 -3.31  0.000
O -2.70 3.01 -2.49  0.001
P -2.36 2.33 -1.07  0.005
O -1.44 1.16 -1.08  0.011
O -1.79 3.58 -0.14  0.001
C -1.97 3.55 1.27  0.000
C -3.13 4.52 1.63  0.000
O -3.85 2.11 -0.46  0.001
C -4.54 0.85 -0.40  0.000
C -4.80 0.66 1.10  0.000
H -0.73 2.98 -5.35  0.000
H -1.18 1.58 -4.27  0.000
H -2.39 2.34 -5.09  0.000
H -0.67 3.58 -2.74  0.000
H -1.88 4.47 -3.60  0.000
H -2.20 2.58 1.71  0.000
H -1.00 3.77 1.71  0.000
H -2.96 5.48 1.16  0.000
H -4.04 4.09 1.21  0.000
H -3.20 4.73 2.69  0.000
H -5.43 0.91 -1.03  0.000
H -4.03 0.00 -0.86  0.000
H -5.35 1.51 1.50  0.000
H -5.28 -0.30 1.31  0.000
H -3.83 0.70 1.59  0.000
C 0.80 4.14 3.76  0.000
C 1.68 3.29 2.89  0.000
O 0.94 2.45 2.02  0.001
P 1.59 1.08 1.49  0.004
O 0.78 0.32 0.48  0.009
O 3.08 1.46 1.01  0.001
C 4.03 0.50 0.68  0.000
C 4.26 0.68 -0.84  0.000
O 1.87 0.23 2.85  0.000
C 0.81 -0.51 3.40  0.000
C -0.36 0.31 3.94  0.000
H 0.21 4.85 3.17  0.000
H 0.19 3.40 4.29  0.000
H 1.38 4.71 4.48  0.000
H 2.34 3.88 2.25  0.000
H 2.25 2.75 3.64  0.000
H 4.92 0.86 1.21  0.000
H 3.90 -0.54 0.98  0.000
H 5.00 -0.01 -1.26  0.000
H 3.30 0.39 -1.27  0.000
H 4.52 1.68 -1.16  0.000
H 0.54 -1.29 2.69  0.000
H 1.20 -1.17 4.18  0.000
H -0.97 -0.28 4.62  0.000
H 0.08 1.11 4.55  0.000
H -0.99 0.72 3.15  0.000
C 7.32 0.97 4.49  0.000
C 6.17 0.22 3.89  0.000
O 6.70 -0.56 2.84  0.000
P 6.54 -2.21 2.71  0.000
O 6.83 -2.99 3.95  0.000
O 5.10 -2.39 2.05  0.000
C 4.03 -2.66 2.92  0.000
C 2.97 -3.22 2.00  0.000
O 7.56 -2.51 1.50  0.000
C 8.88 -3.07 1.74  0.000
C 9.80 -2.85 0.51  0.000
H 8.11 0.34 4.90  0.000
H 7.86 1.49 3.70  0.000
H 6.97 1.75 5.18  0.000
H 5.52 -0.26 4.62  0.000
H 5.46 0.94 3.50  0.000
H 4.41 -3.40 3.64  0.000
H 3.81 -1.71 3.41  0.000
H 3.28 -4.12 1.47  0.000
H 2.05 -3.36 2.55  0.000
H 2.73 -2.48 1.23  0.000
H 9.36 -2.48 2.52  0.000
H 8.82 -4.11 2.05  0.000
H 10.70 -3.47 0.59  0.000
H 9.27 -3.20 -0.38  0.000
H 10.05 -1.80 0.40  0.000
C -6.04 0.07 -4.41  0.000
C -4.64 -0.26 -4.90  0.000
O -3.66 -0.25 -3.91  0.001
P -2.71 -1.59 -3.58  0.003
O -1.70 -1.31 -2.46  0.010
O -2.07 -2.10 -5.01  0.001
C -0.81 -1.68 -5.37  0.000
C 0.16 -2.88 -4.98  0.000
O -3.86 -2.71 -3.21  0.000
C -3.61 -3.96 -2.63  0.000
C -3.64 -3.89 -1.11  0.000
H -6.52 -0.79 -3.96  0.000
H -5.94 0.82 -3.62  0.000
H -6.60 0.53 -5.23  0.000
H -4.71 -1.14 -5.53  0.000
H -4.34 0.55 -5.57  0.000
H -0.72 -1.49 -6.44  0.000
H -0.54 -0.66 -5.11  0.000
H -0.22 -3.33 -4.07  0.000
H 0.22 -3.65 -5.75  0.000
H 1.17 -2.56 -4.75  0.000
H -4.38 -4.67 -2.92  0.000
H -2.64 -4.32 -2.97  0.000
H -4.58 -3.47 -0.75  0.000
H -3.43 -4.83 -0.58  0.000
H -2.89 -3.21 -0.72  0.000
C 4.54 6.29 -7.48  0.000
C 4.87 4.95 -6.85  0.000
O 5.07 4.95 -5.47  0.000
P 4.74 3.58 -4.59  0.000
O 5.22 2.32 -5.24  0.000
O 5.33 3.93 -3.10  0.000
C 6.73 4.02 -2.89  0.000
C 6.95 4.83 -1.59  0.000
O 3.16 3.71 -4.46  0.000
C 2.32 2.53 -4.43  0.000
C 2.08 1.83 -5.81  0.000
H 3.64 6.57 -6.94  0.000
H 5.26 7.10 -7.45  0.000
H 4.26 6.02 -8.50  0.000
H 3.95 4.37 -7.01  0.000
H 5.65 4.44 -7.42  0.000
H 7.25 3.06 -2.80  0.000
H 7.27 4.59 -3.64  0.000
H 6.59 5.86 -1.63  0.000
H 6.50 4.35 -0.71  0.000
H 8.02 4.86 -1.41  0.000
H 2.70 1.77 -3.75  0.000
H 1.35 2.90 -4.08  0.000
H 1.49 2.43 -6.49  0.000
H 3.00 1.51 -6.30  0.000
H 1.45 0.97 -5.56  0.000